DFT (wB97M-V/def2-TZVPD) results for 2 unconnected molecules or ions with the total composition C3H10O in a non-equilibrium geometry.

The geometry in XYZ format:
```
14
Properties=species:S:1:pos:R:3:forces:R:3
C 0.31739 -0.59046 -0.92450 -1.02 -0.37 0.37
C 1.25902 -1.57993 -1.61097 -1.02 -0.24 0.35
H -0.61552 -0.43913 -1.49481 0.60 0.38 -0.16
H -0.10848 -1.04610 0.00680 0.57 0.07 -0.08
H 0.82425 0.34204 -0.67709 -0.15 0.18 -0.16
H 2.11408 -1.76956 -0.98061 0.52 0.11 -0.20
H 1.49093 -1.23274 -2.61652 0.36 0.02 0.15
H 0.73114 -2.52903 -1.69979 0.07 -0.06 -0.18
C -1.29368 1.32856 1.48523 -0.91 1.01 -0.20
O -0.41101 2.30789 1.84496 0.37 -0.08 -0.14
H 0.29459 1.98457 2.45542 -0.11 0.03 -0.02
H -1.77053 0.97409 2.42727 0.30 -0.68 -0.04
H -2.04855 1.76149 0.83406 0.11 0.10 -0.04
H -0.78363 0.48832 0.95053 0.31 -0.47 0.35
```
Forces are in eV/Å.

## Properties
Largest force on an atom   0.027 Eh/bohr
E_tot   -5309.358 eV
HOMO-LUMO gap (alpha / beta)   11.35 / 4.81 eV
Total charge   +1
2S+1   2
Relative energy (zero: lowest compared OMol25 entry of this formula, charge and spin)   41.9 kJ/mol